#i
The following is a DFT calculation (ωB97M-V/def2-TZVPD) of C3H3N as an isolated structure.

Each line ends with the Löwdin spin population.
CARTESIAN COORDINATES (ANGSTROEM)
C  -0.946  0.396  -0.013  0.6162
H  -1.092  1.455  -0.145  0.0916
N  -1.603  -0.625  0.103  0.9349
C  2.115  -0.279  -0.041  0.0610
H  -2.619  -0.547  0.064  0.0472
C  1.018  0.166  0.131  0.2475
H  3.126  -0.566  -0.099  0.0017

Summary:
expectation value of S²	2.0131
multiplicity	3
highest occupied orbital energy (spin up / spin down)	-5.936 / -10.310	eV
lowest unoccupied orbital energy (spin up / spin down)	1.038 / -3.582	eV

=====

#ii
The following is a DFT calculation (ωB97M-V/def2-TZVPD) of one molecule with the formula C3H3N.

Each line ends with the Löwdin spin population.
CARTESIAN COORDINATES (ANGSTROEM)
C  -0.174  0.435  -0.567  0.4005
C  -0.024  -0.785  1.334  1.0104
N  0.488  0.657  -1.508  0.2141
H  1.392  0.169  -1.608  0.0599
H  -1.502  0.726  1.037  0.0229
C  -0.676  0.160  0.690  0.2079
H  0.497  -1.363  0.621  0.0843

Summary:
expectation value of S²	2.0413
multiplicity	3
highest occupied orbital energy (spin up / spin down)	-6.052 / -10.247	eV
lowest unoccupied orbital energy (spin up / spin down)	0.271 / -1.254	eV

=====

Quick one: least stable of them? #i